# 1
The following is a DFT calculation (the ωB97M-V functional and the def2-TZVPD basis) of a cluster of 7 separate species, C38H68F8NO14 in total.

Last column: Löwdin charge in e.
Cartesian coordinates (Å):
1 F -3.787 0.946 1.740  0.14
2 F -4.364 1.003 -2.500  0.10
3 F -3.117 1.899 4.054  0.14
4 F -2.085 2.917 2.441  0.16
5 F -4.751 1.733 -0.505  0.14
6 F -0.998 1.537 3.787  0.17
7 F -2.819 -0.449 3.070  0.12
8 F -2.743 1.880 -1.342  0.15
9 O 4.626 -2.102 4.843  0.00
10 O -8.526 -0.822 -7.116  0.10
11 O 1.958 -0.784 -0.802  0.01
12 O -7.195 -1.025 -1.508  0.10
13 O -8.142 -2.194 0.082  0.01
14 O -2.141 -3.644 2.227  0.09
15 O 4.704 4.125 -0.896  0.00
16 O -3.216 -4.997 3.566  0.01
17 O 8.985 3.885 -1.644  0.10
18 O -4.650 -0.847 -0.054  -0.01
19 O 4.192 -2.546 2.739  0.11
20 O -7.205 0.217 -5.708  0.00
21 O 10.368 5.530 -2.056  0.00
22 O 3.420 3.132 -2.367  0.09
23 N 0.878 -0.502 -0.198  -0.14
24 C 11.663 6.135 -1.987  -0.23
25 C -0.635 1.281 0.696  -0.06
26 C -8.184 -1.238 -0.857  -0.50
27 C 5.174 -4.339 3.940  0.01
28 C -9.475 -0.508 -1.132  0.03
29 C 12.501 5.821 -3.209  -0.06
30 C -2.212 -0.672 -0.061  -0.02
31 C -3.536 -0.341 -0.753  -0.25
32 C 4.606 -2.945 3.790  -0.51
33 C -4.510 -3.360 2.249  0.03
34 C 0.827 -2.665 0.879  -0.02
35 C -3.203 -3.977 2.689  -0.49
36 C 0.442 0.911 -0.321  -0.45
37 C 10.124 4.261 -1.685  -0.51
38 C 1.636 1.839 -0.041  -0.02
39 C 5.733 3.123 -2.903  0.02
40 C -10.286 -3.304 0.445  -0.06
41 C 1.848 -0.796 2.079  -0.02
42 C 0.075 1.172 -1.780  -0.02
43 C -4.381 -5.384 4.297  -0.24
44 C 11.279 3.327 -1.407  0.02
45 C -5.249 1.673 -5.846  -0.06
46 C 6.438 -2.548 6.416  -0.07
47 C -7.404 -0.522 -6.812  -0.53
48 C -5.271 -6.312 3.496  -0.07
49 C -0.662 -0.894 1.802  -0.06
50 C 5.994 4.383 -0.331  -0.23
51 C -9.198 -2.422 1.020  -0.23
52 C -6.224 -0.895 -7.682  0.01
53 C -1.606 0.140 1.101  -0.24
54 C 4.534 3.434 -2.037  -0.52
55 C 4.943 -2.516 6.172  -0.24
56 C -2.139 1.752 3.120  -0.50
57 C -2.574 0.571 2.203  -0.37
58 C -3.823 1.089 -1.240  -0.52
59 C 0.696 -1.151 1.111  -0.44
60 C 6.655 5.594 -0.949  -0.08
61 C -5.906 0.489 -5.166  -0.24
62 H 4.482 -1.771 6.817  0.12
63 H -5.889 2.552 -5.768  0.09
64 H 12.191 3.825 -1.088  0.07
65 H -4.708 -7.191 3.181  0.08
66 H 6.677 3.077 -2.367  0.05
67 H -6.121 -6.636 4.097  0.08
68 H 1.261 2.850 -0.185  0.10
69 H 1.965 1.786 0.991  0.08
70 H 4.465 -3.469 6.403  0.11
71 H -4.290 1.893 -5.379  0.08
72 H 5.570 2.153 -3.366  0.09
73 H -4.004 -5.904 5.175  0.12
74 H 1.841 -2.940 0.619  0.08
75 H -0.082 2.239 -1.908  0.09
76 H 1.918 -1.603 2.795  0.07
77 H -0.433 -0.567 2.809  0.12
78 H 11.471 7.205 -1.938  0.12
79 H -5.312 -3.453 2.978  0.07
80 H -9.863 -4.251 0.109  0.08
81 H 6.013 6.471 -0.842  0.08
82 H 11.480 2.747 -2.305  0.10
83 H 6.837 5.452 -2.012  0.07
84 H -6.152 -0.176 -8.496  0.09
85 H -9.972 -0.985 -1.976  0.10
86 H -6.076 0.720 -4.119  0.10
87 H 0.454 -3.212 1.734  0.08
88 H -5.648 -5.829 2.595  0.07
89 H -6.409 -1.882 -8.097  0.09
90 H 6.626 3.497 -0.394  0.11
91 H 6.872 -1.570 6.207  0.08
92 H -5.281 -0.405 -5.192  0.12
93 H 12.693 4.753 -3.303  0.07
94 H -8.723 -2.923 1.861  0.12
95 H 6.936 -3.269 5.768  0.07
96 H -5.371 -0.948 -0.689  0.06
97 H -10.157 -0.471 -0.287  0.07
98 H 0.189 -2.929 0.034  0.09
99 H 13.458 6.340 -3.157  0.08
100 H 11.979 6.137 -4.112  0.08
101 H -9.586 -1.475 1.398  0.12
102 H -1.142 2.200 0.431  0.12
103 H -4.356 -2.306 2.073  0.06
104 H -5.274 -0.936 -7.155  0.07
105 H -1.474 -0.806 -0.840  0.12
106 H 5.808 4.562 0.727  0.12
107 H 12.165 5.864 -1.058  0.11
108 H 7.609 5.793 -0.466  0.07
109 H -1.175 -1.856 1.914  0.08
110 H 5.150 -4.727 4.955  0.07
111 H -11.048 -3.507 1.197  0.08
112 H 2.426 1.707 -0.761  0.06
113 H -4.917 -4.505 4.659  0.11
114 H 1.618 0.118 2.621  0.08
115 H -0.086 1.503 1.607  0.11
116 H 5.802 3.881 -3.683  0.10
117 H -0.833 0.683 -2.108  0.06
118 H 6.203 -4.336 3.581  0.10
119 H 6.649 -2.812 7.452  0.08
120 H 4.586 -5.011 3.321  0.09
121 H -3.516 -0.927 -1.672  0.16
122 H -10.767 -2.842 -0.416  0.07
123 H -2.378 -1.681 0.307  0.13
124 H 2.799 -0.741 1.571  0.08
125 H -4.816 -3.828 1.314  0.11
126 H -5.082 1.488 -6.908  0.07
127 H 0.922 0.916 -2.403  0.09
128 H 10.981 2.651 -0.609  0.09
129 H -9.232 0.517 -1.401  0.10

Results
- E_LUMO (alpha / beta) (eV) = 0.5 / 0.5
- spin multiplicity = 2
- E_HOMO (alpha / beta) (eV) = -7.28 / -8.65
- frontier orbital gap (alpha / beta) (eV) = 7.82 / 9.18
- net charge = 0

# 2
The following is a DFT calculation (the ωB97M-V functional and the def2-TZVPD basis) of an isolated molecule of C2H6N2S.

Last column: Löwdin charge in e.
Cartesian coordinates (Å):
1 S -0.815 -1.213 -0.275  0.83
2 N 0.837 0.843 -0.222  0.00
3 N 2.000 -0.991 0.089  0.04
4 C -1.578 0.210 0.208  -0.58
5 C 0.810 -0.419 -0.087  -0.88
6 H 1.830 0.810 -0.054  0.09
7 H 1.818 -1.983 0.470  0.06
8 H -1.968 0.519 -0.853  0.04
9 H 0.405 1.289 -1.114  0.17
10 H -2.545 -0.053 0.997  0.10
11 H -0.794 0.987 0.841  0.13

Results
- E_LUMO (eV) = 0.7
- energy above the lowest of the compared OMol25 structures with the same formula, charge and spin (kJ/mol) = 308.9
- SMILES = [H]/N=C(/N)SC
- spin multiplicity = 1
- E_HOMO (eV) = -8.82
- frontier orbital gap (eV) = 9.48
- net charge = 0

# 3
The following is a DFT calculation (the ωB97M-V functional and the def2-TZVPD basis) of a structure of composition C26H48Cl3N4O4SiYb.

Last column: Löwdin charge in e.
Cartesian coordinates (Å):
1 Yb -1.904 1.041 0.741  1.36
2 Cl 3.579 0.103 -1.450  0.10
3 Cl -0.464 2.698 -0.661  -0.03
4 Cl -4.324 1.565 0.134  -0.12
5 Si 0.916 -1.761 -0.824  0.41
6 O -2.634 -0.977 1.856  -0.16
7 O 1.299 1.755 2.344  -0.10
8 O 0.479 -1.215 -2.392  -0.21
9 O -1.842 2.454 2.426  -0.17
10 N -2.155 4.729 2.490  -0.08
11 N -4.253 -2.583 1.526  -0.16
12 N 3.215 2.445 1.233  -0.19
13 N -1.320 3.604 4.342  -0.07
14 C 4.236 -1.587 -5.491  -0.10
15 C 1.948 2.604 1.682  -0.35
16 C 0.722 -0.358 0.353  -0.24
17 C 2.983 -2.037 -4.820  -0.13
18 C -0.652 2.449 4.891  -0.03
19 C 3.847 1.175 1.169  -0.18
20 C 2.093 0.238 -4.360  -0.09
21 C 2.014 -1.265 -4.317  -0.24
22 C -2.444 5.728 4.665  -0.16
23 C 3.934 3.626 0.755  -0.04
24 C -1.783 3.550 3.064  -0.40
25 C -2.364 4.762 1.061  -0.07
26 C 2.462 -2.693 -0.418  -0.20
27 C 0.245 -6.119 -3.624  -0.09
28 C -3.610 -3.537 2.425  -0.01
29 C -1.444 4.755 5.214  -0.16
30 C -0.595 -2.919 -0.506  -0.16
31 C -5.377 -3.042 0.718  -0.02
32 C -0.766 -5.291 -4.144  -0.09
33 C -2.142 5.983 3.212  -0.15
34 C 1.428 -5.544 -3.142  -0.07
35 C 0.599 -3.336 -3.698  -0.18
36 C -0.591 -3.907 -4.191  -0.03
37 C 0.727 -1.809 -3.693  -0.26
38 C -3.689 -1.409 1.291  -0.34
39 C 1.604 -4.164 -3.210  -0.09
40 H -3.270 -3.025 3.337  0.10
41 H 2.544 -2.680 0.676  0.04
42 H 2.883 -3.124 -4.806  0.09
43 H -0.119 1.901 4.102  0.07
44 H -1.159 6.477 3.121  0.14
45 H 3.402 0.463 1.865  0.07
46 H 4.984 3.373 0.602  0.09
47 H -1.742 4.401 6.206  0.13
48 H -2.741 -4.029 1.944  0.10
49 H -2.542 5.804 0.767  0.10
50 H -0.460 5.235 5.318  0.14
51 H 3.503 3.995 -0.186  0.09
52 H -4.199 -0.791 0.536  0.03
53 H 2.457 -3.739 -0.746  0.02
54 H 1.962 0.617 -5.380  0.08
55 H -0.139 -0.508 1.048  -0.01
56 H -5.969 -3.749 1.300  0.09
57 H 1.327 0.664 -3.700  0.07
58 H -3.200 4.113 0.773  0.04
59 H 0.109 -7.194 -3.587  0.09
60 H 1.488 3.565 1.384  0.11
61 H 4.055 -1.044 -6.428  0.08
62 H -0.727 -3.127 0.566  0.01
63 H 1.615 -0.309 1.001  0.03
64 H -0.511 -3.888 -1.025  0.02
65 H 2.214 -6.159 -2.712  0.10
66 H -4.349 -4.302 2.671  0.09
67 H -2.391 6.661 5.223  0.12
68 H -5.040 -3.536 -0.204  0.10
69 H 4.931 1.284 1.343  0.08
70 H 0.646 0.599 -0.181  -0.06
71 H -1.374 1.776 5.389  0.10
72 H -3.456 5.328 4.778  0.13
73 H -1.464 4.382 0.539  -0.02
74 H -1.527 -2.452 -0.871  0.02
75 H -0.091 -1.417 -4.320  0.14
76 H 4.875 -0.971 -4.846  0.08
77 H 3.346 -2.172 -0.823  -0.04
78 H 4.811 -2.485 -5.758  0.07
79 H 0.073 2.786 5.647  0.10
80 H -1.357 -3.243 -4.600  0.11
81 H -1.696 -5.723 -4.506  0.10
82 H 3.723 0.780 0.063  -0.20
83 H -2.893 6.642 2.762  0.13
84 H -5.983 -2.172 0.444  0.10
85 H 2.562 -3.716 -2.896  0.11
86 H 3.845 4.428 1.498  0.08
87 H 3.066 0.566 -3.979  0.02

Results
- E_LUMO (alpha / beta) (eV) = 0.0 / -1.5
- energy above the lowest of the compared OMol25 structures with the same formula, charge and spin (kJ/mol) = 22.5
- spin multiplicity = 2
- E_HOMO (alpha / beta) (eV) = -6.17 / -6.17
- frontier orbital gap (alpha / beta) (eV) = 6.13 / 4.63
- net charge = 0

Q: What is the spin multiplicity in the first record?
A: 2